Record 1
# C2H6N2S

A cluster of 3 separate species, C2H6N2S in total (ωB97M-V with the def2-TZVPD basis set, the OMol25 dataset).

Structure (XYZ):
```
11
Properties=species:S:1:pos:R:3:forces:R:3:lowdin_charge:R:1
C -1.915 0.515 0.101 -3.196 2.578 -1.665 -0.58
C 0.830 0.152 -0.045 -2.685 3.916 -0.082 -0.98
H -1.490 1.374 -0.646 -1.682 -1.696 1.844 0.05
H -2.167 1.008 1.264 0.354 -1.708 -3.681 0.11
H -2.975 -0.221 -0.696 2.698 2.839 2.908 0.17
H 2.627 -0.215 1.096 -2.688 -2.095 -4.401 0.30
H 1.430 -1.785 -0.031 2.067 4.096 0.396 0.14
H 0.351 1.943 -0.112 -2.888 2.357 0.055 -0.04
N 1.837 -0.649 -0.084 4.852 -6.813 4.095 -0.04
N 1.126 1.396 -0.084 1.238 -1.857 0.219 0.09
S -0.750 -0.709 -0.002 1.931 -1.618 0.312 0.78
```
Positions in Å, forces in eV/Å.

HOMO in eV: -9.064



Record 2
# C2H6N2S

The molecule C2H6N2S (ωB97M-V with the def2-TZVPD basis set, the OMol25 dataset).

Structure (XYZ):
```
11
Properties=species:S:1:pos:R:3:forces:R:3:lowdin_charge:R:1
N -2.777 -0.211 0.110 -1.633 -4.666 2.550 -0.18
N -1.454 -0.391 -0.510 0.473 6.962 6.646 -0.04
C -0.745 0.634 0.269 0.264 -4.929 -3.915 -0.18
C 0.662 0.799 -0.365 -1.122 -1.489 -1.270 -0.55
S 2.057 -0.454 0.083 -0.609 2.142 1.033 0.58
H -3.394 -1.296 0.099 2.629 4.134 0.056 0.16
H -2.597 0.007 1.243 -1.059 -1.043 -3.863 0.10
H -1.093 1.139 1.300 0.693 -1.234 -2.657 0.14
H 1.076 1.713 -0.176 1.119 2.484 1.173 -0.01
H 0.555 0.923 -1.506 0.084 -1.134 1.671 0.09
H 2.649 0.388 1.088 -0.840 -1.228 -1.426 -0.11
```
Positions in Å, forces in eV/Å.

SMILES: N/N=C/CS
HOMO in eV: -8.742



Number 1: LUMO energy -0.21 eV. Number 2: LUMO energy 0.00 eV.